Computed, not measured: 14 unconnected molecules or ions with the total composition C41H110O14, with ωB97M-V with the def2-TZVPD basis set.

LUMO energy   0.34 eV
Molecular weight   827.3 g mol⁻¹
Frontier orbital gap   9.61 eV
Relative energy (zero: lowest compared OMol25 entry of this formula, charge and spin)   1.951 eV
HOMO   -9.27 eV

The geometry in ORCA input format:
```
! RIJCOSX wB97M-V def2-TZVPD def2/J DEFGRID3
* xyz 0 1
C 3.3989 2.3840 -3.4843
C 1.9413 2.4076 -3.9203
O 1.8759 3.4947 -4.9148
H 3.6519 3.2611 -2.8886
H 3.9784 2.3884 -4.4076
H 3.6570 1.5194 -2.8729
H 1.3177 2.5953 -3.0462
H 1.7384 1.4338 -4.3661
H 1.8554 4.3272 -4.4372
C -5.6754 -1.1313 1.0966
C -4.7871 0.0395 0.6171
C -3.4516 0.0439 1.4134
O -4.4263 -0.2589 -0.6651
H -5.8948 -1.1010 2.1639
H -5.2853 -2.1306 0.9035
H -6.5234 -1.1697 0.4129
H -5.3882 0.9487 0.6101
H -2.7836 -0.7598 1.1035
H -3.6609 -0.0491 2.4791
H -2.8348 0.9218 1.2213
H -4.0091 0.4948 -1.0887
C -0.3071 5.2785 -3.3144
C 0.7096 5.8401 -2.3656
C 0.7703 5.2495 -0.9968
O 1.9432 5.7402 -2.9992
H -1.3091 5.4447 -2.9187
H -0.1518 4.2368 -3.5954
H -0.2656 5.8957 -4.2118
H 0.4649 6.8664 -2.0916
H 1.5856 5.6386 -0.3870
H 1.0185 4.1906 -1.0688
H -0.1965 5.3196 -0.4983
H 2.5778 6.1243 -2.3898
C -3.2009 -1.2121 5.3680
C -1.8474 -0.3880 5.3696
C -1.8879 1.0068 4.7245
O -1.3619 -0.1866 6.6881
H -3.6495 -1.3921 4.3910
H -4.0118 -0.8381 5.9929
H -2.9735 -2.1760 5.8234
H -1.0786 -0.9298 4.8186
H -1.7661 0.8579 3.6516
H -1.1169 1.6919 5.0770
H -2.8804 1.4298 4.8794
H -1.7197 0.6540 6.9831
C -2.7036 4.0993 1.4735
C -3.7445 4.6402 0.5028
C -4.1605 6.0555 0.7715
O -3.3076 4.5442 -0.8560
H -2.5438 3.0295 1.3391
H -3.0180 4.2947 2.4987
H -1.7942 4.6703 1.2866
H -4.6787 4.0787 0.5065
H -3.4408 6.7989 0.4289
H -4.2510 6.2979 1.8304
H -5.1050 6.2637 0.2688
H -3.8590 5.1549 -1.3506
C -1.3211 -3.6218 4.0841
C -0.1856 -4.3526 3.4393
C -0.5924 -4.7498 1.9649
O 0.9349 -3.5326 3.3796
H -2.2522 -4.1884 4.0921
H -1.5955 -2.7046 3.5630
H -1.0367 -3.3526 5.1013
H 0.1283 -5.2668 3.9430
H -0.8471 -3.8236 1.4497
H -1.4330 -5.4423 1.9209
H 0.2358 -5.1679 1.3927
H 1.3621 -3.4655 4.2367
C -2.2850 0.2911 -3.3097
C -2.3412 1.8078 -2.8842
C -3.0910 2.6703 -3.9612
O -3.1194 1.7817 -1.7045
H -1.8098 -0.3358 -2.5552
H -1.7734 0.1323 -4.2589
H -3.2904 -0.1004 -3.4643
H -1.3472 2.1984 -2.6664
H -3.0134 3.7057 -3.6297
H -4.1571 2.4757 -4.0780
H -2.4890 2.5358 -4.8598
H -2.9940 2.6030 -1.2235
C 3.1851 -5.7051 -2.5705
C 1.8335 -5.7832 -1.8364
C 1.9477 -6.7750 -0.6381
O 1.4767 -4.4739 -1.4313
H 3.1830 -5.0353 -3.4305
H 3.4561 -6.6937 -2.9411
H 3.9222 -5.3848 -1.8343
H 1.0600 -5.9921 -2.5755
H 1.0730 -6.7049 0.0085
H 2.8222 -6.4504 -0.0742
H 2.0366 -7.8003 -0.9971
H 2.0280 -4.2334 -0.6831
C 4.1549 -3.2726 2.8986
C 3.8047 -3.0561 1.4481
C 4.8015 -3.7258 0.5534
O 2.5680 -3.6435 1.0650
H 3.9881 -4.3214 3.1442
H 3.5607 -2.6535 3.5708
H 5.2257 -3.1074 3.0173
H 3.7460 -2.0114 1.1427
H 5.7412 -3.1758 0.6034
H 4.4689 -3.6595 -0.4824
H 5.0113 -4.7821 0.7215
H 1.9930 -3.5354 1.8261
C 0.6717 -0.9006 0.5196
C 0.1793 0.3314 -0.2117
C 0.3459 1.6062 0.5956
O 1.0092 0.4309 -1.3384
H 0.0416 -1.0666 1.3934
H 1.7151 -0.7705 0.8069
H 0.5278 -1.7798 -0.1083
H -0.8515 0.1572 -0.5204
H -0.1368 1.5708 1.5722
H 0.0197 2.5085 0.0783
H 1.4023 1.7892 0.7923
H 0.8034 -0.2846 -1.9445
C -2.3562 -3.6137 -1.3129
C -3.4955 -3.5241 -2.3380
C -3.9523 -4.9113 -2.8225
O -4.6091 -2.9092 -1.7328
H -1.6025 -4.2948 -1.7080
H -2.7362 -4.1029 -0.4161
H -1.9838 -2.6240 -1.0484
H -3.3247 -2.9100 -3.2222
H -3.1860 -5.4620 -3.3680
H -4.8506 -4.8922 -3.4396
H -4.2103 -5.5393 -1.9698
H -4.3423 -2.1162 -1.2621
C 4.5243 0.8552 -0.1430
C 4.7885 1.7267 1.0851
C 4.3399 1.0158 2.3333
O 6.1808 1.9274 1.2360
H 3.4524 0.7232 -0.2901
H 4.9506 -0.1479 -0.1237
H 4.9328 1.3675 -1.0141
H 4.3291 2.7102 0.9866
H 4.3610 1.6715 3.2038
H 4.8368 0.1128 2.6880
H 3.2969 0.6998 2.3149
H 6.5265 1.0320 1.2180
C 0.0539 -3.5203 -4.4657
C 1.2050 -2.5545 -4.1028
C 1.2458 -1.3652 -5.0726
O 0.9506 -2.1530 -2.8109
H -0.9468 -3.1493 -4.2441
H 0.2209 -4.3757 -3.8111
H 0.0613 -3.9953 -5.4467
H 2.1839 -3.0336 -4.0839
H 0.5433 -0.5856 -4.7781
H 1.0902 -1.6516 -6.1128
H 2.2047 -0.8615 -5.1944
H 1.1112 -2.9043 -2.2353
C 1.0020 4.4992 4.2281
C 2.0859 4.3244 3.1445
C 2.4523 5.6779 2.4838
O 3.2561 3.8405 3.8093
H 0.0227 4.7041 3.7955
H 1.2454 5.3567 4.8554
H 0.7948 3.5686 4.7564
H 1.7068 3.5739 2.4508
H 1.6706 6.0754 1.8365
H 3.3012 5.4920 1.8259
H 2.7157 6.3753 3.2790
H 4.0168 4.2254 3.3679
*
```